Record 1
45
Properties=species:S:1:pos:R:3:lowdin_charge:R:1 method="wB97M-V/def2-TZVPD" spin_multiplicity=2 relative_energy_kj_mol=0.00
Re 0.084 -0.242 -0.382 0.88
O -2.336 0.967 2.123 -0.11
C -2.469 0.042 3.188 -0.23
C -2.116 -1.372 2.764 -0.57
C -2.713 -2.238 3.895 -0.23
O -2.417 -3.623 3.795 -0.05
C -2.778 -1.787 1.447 -0.48
Se -2.093 -1.184 -0.291 0.73
C -0.622 -1.689 2.713 -0.52
Se 0.615 -0.401 1.932 0.71
H -2.343 1.857 2.485 0.10
H -3.507 0.042 3.542 0.13
H -1.828 0.314 4.034 0.14
H -3.794 -2.075 3.953 0.13
H -2.275 -1.915 4.841 0.13
H -2.987 -4.017 3.127 0.08
H -3.843 -1.540 1.438 0.07
H -2.688 -2.870 1.340 0.05
H -0.476 -2.600 2.140 0.06
H -0.239 -1.884 3.716 0.07
Cl 5.659 -1.563 -5.159 0.67
C 4.563 -1.112 -3.887 -0.66
C 5.074 -0.538 -2.716 -0.10
C 4.238 -0.186 -1.688 -0.57
Cl 4.891 0.541 -0.266 0.74
C 2.841 -0.409 -1.752 -0.36
O 2.113 -0.111 -0.715 -0.32
C 2.354 -0.936 -2.965 -0.12
C 0.952 -1.094 -3.222 -0.14
O 0.017 -0.809 -2.468 -0.16
C 3.220 -1.298 -4.018 -0.06
H 6.138 -0.367 -2.622 0.11
H 0.676 -1.495 -4.204 0.14
H 2.809 -1.714 -4.930 0.12
F -0.734 5.790 -1.476 0.05
C -0.565 4.474 -1.222 -0.29
C -1.650 3.735 -0.800 -0.01
C -1.475 2.382 -0.538 -0.12
C -0.224 1.766 -0.701 -0.31
C 0.843 2.562 -1.149 -0.09
C 0.682 3.918 -1.400 -0.01
H -2.614 4.214 -0.687 0.12
H -2.319 1.798 -0.210 0.06
H 1.827 2.132 -1.273 0.09
H 1.506 4.536 -1.731 0.12



Record 2
84
Properties=species:S:1:pos:R:3:lowdin_charge:R:1 method="wB97M-V/def2-TZVPD" spin_multiplicity=4 relative_energy_kj_mol=0.00 charge=-1
Co -0.571 -2.084 -2.250 0.49
C 2.340 3.580 0.877 -0.06
C 3.475 2.921 0.118 -0.56
C 4.535 2.621 1.161 -0.09
C 4.067 3.844 -0.963 -0.04
C 3.031 1.608 -0.573 -0.19
C 1.992 1.615 -1.427 -0.13
C 1.434 0.482 -1.941 -0.38
Se -0.151 0.639 -3.070 1.12
C -1.560 1.019 -1.753 -0.39
C -1.703 2.291 -1.265 -0.10
C -2.650 2.572 -0.331 -0.19
C -3.398 1.475 0.163 0.00
C -3.307 0.204 -0.316 -0.08
C -2.355 -0.054 -1.390 -0.42
O -2.293 -1.244 -1.879 -0.25
C -4.298 -0.902 0.146 -0.49
C -3.645 -2.250 0.566 -0.08
C -5.148 -0.416 1.322 -0.09
C -5.239 -1.191 -1.084 -0.04
C -2.866 3.958 0.246 -0.56
C -4.366 4.315 0.173 -0.06
C -2.419 3.956 1.749 -0.04
C -2.085 4.991 -0.504 -0.08
C 1.959 -0.823 -1.616 -0.39
O 1.378 -1.903 -2.060 -0.26
C 3.138 -0.851 -0.874 -0.07
C 3.610 0.361 -0.309 0.02
C 3.895 -2.121 -0.354 -0.53
C 3.729 -2.222 1.161 -0.05
C 3.442 -3.437 -1.010 -0.05
C 5.370 -1.976 -0.646 -0.07
H 2.686 4.510 1.287 0.07
H 1.507 3.823 0.202 0.07
H 1.950 2.979 1.711 0.10
H 4.852 3.580 1.620 0.09
H 4.107 2.046 2.016 0.10
H 5.422 2.129 0.761 0.08
H 4.391 4.762 -0.516 0.06
H 4.989 3.415 -1.359 0.09
H 3.282 4.010 -1.744 0.10
H 1.509 2.539 -1.626 0.09
H -1.113 3.019 -1.722 0.07
H -4.043 1.732 1.065 0.11
H -3.078 -2.193 1.493 0.06
H -4.442 -2.968 0.775 0.08
H -2.969 -2.681 -0.201 0.05
H -4.618 -0.108 2.233 0.08
H -5.775 0.417 0.990 0.07
H -5.874 -1.213 1.633 0.09
H -4.652 -1.552 -1.929 0.08
H -5.993 -1.956 -0.860 0.08
H -5.778 -0.271 -1.336 0.08
H -5.028 3.670 0.779 0.08
H -4.470 5.351 0.569 0.08
H -4.763 4.292 -0.842 0.08
H -2.861 3.177 2.364 0.07
H -1.337 3.893 1.829 0.07
H -2.659 4.934 2.202 0.08
H -2.327 4.890 -1.573 0.10
H -2.344 5.997 -0.206 0.07
H -1.003 4.954 -0.280 0.09
H 4.437 0.405 0.406 0.08
H 2.656 -2.056 1.407 0.09
H 4.090 -3.155 1.588 0.08
H 4.278 -1.419 1.668 0.07
H 2.458 -3.792 -0.622 0.09
H 3.330 -3.360 -2.073 0.08
H 4.156 -4.208 -0.782 0.07
H 5.795 -1.018 -0.308 0.08
H 5.862 -2.733 -0.116 0.06
H 5.586 -2.179 -1.688 0.09
Cl -0.412 -2.366 0.532 0.82
C -0.254 -4.075 0.670 -0.65
C 0.018 -4.571 1.901 -0.15
C 0.265 -5.898 2.119 -0.10
C 0.150 -6.762 1.047 -0.13
C -0.348 -6.307 -0.147 -0.70
Cl -0.642 -7.425 -1.429 0.64
C -0.453 -4.919 -0.440 -0.67
S -0.786 -4.432 -2.110 0.57
H 0.075 -3.835 2.701 0.10
H 0.485 -6.239 3.117 0.10
H 0.347 -7.811 1.162 0.09



Record 3
190
Properties=species:S:1:pos:R:3:lowdin_charge:R:1 method="wB97M-V/def2-TZVPD" spin_multiplicity=1 relative_energy_kj_mol=634.88 charge=+4
C -0.507 -8.283 3.350 -0.13
C 0.306 -9.395 3.914 -0.21
C 0.149 -9.539 5.513 -0.08
N 0.865 -10.802 6.132 -0.19
C 0.119 -12.129 5.714 -0.09
C 0.491 -13.355 6.569 -0.19
C 0.239 -13.297 8.058 -0.18
C 0.858 -11.993 8.575 -0.16
C 0.622 -10.715 7.747 -0.06
C 2.389 -10.875 5.838 0.05
H -1.547 -8.239 3.672 0.08
H -0.575 -8.346 2.264 0.09
H -0.042 -7.304 3.465 0.09
H 1.336 -9.225 3.601 0.12
H -0.134 -10.304 3.506 0.10
H -0.896 -9.595 5.817 0.12
H 0.469 -8.635 6.031 0.12
H -0.953 -12.110 5.909 0.13
H 0.232 -12.255 4.637 0.13
H -0.043 -14.170 6.082 0.13
H 1.534 -13.618 6.391 0.11
H -0.817 -13.302 8.326 0.12
H 0.701 -14.154 8.547 0.13
H 0.519 -11.792 9.591 0.13
H 1.916 -12.239 8.659 0.12
H -0.441 -10.476 7.785 0.11
H 1.002 -9.767 8.127 0.13
H 2.616 -10.876 4.772 0.11
H 2.742 -11.738 6.402 0.09
H 2.943 -10.079 6.335 0.11
C 11.471 -0.861 -4.134 -0.08
C 9.986 -0.476 -3.706 -0.18
C 10.004 -0.118 -2.171 -0.09
N 8.949 0.943 -1.818 -0.25
C 9.015 1.146 -0.281 -0.06
C 8.364 2.463 0.257 -0.16
C 8.931 3.638 -0.480 -0.20
C 8.564 3.494 -1.964 -0.16
C 9.234 2.274 -2.540 -0.12
C 7.611 0.450 -2.319 0.01
H 12.194 -0.317 -3.525 0.06
H 11.825 -0.551 -5.117 0.07
H 11.673 -1.932 -4.124 0.08
H 9.485 -1.415 -3.939 0.11
H 9.730 0.316 -4.411 0.10
H 10.980 0.348 -2.040 0.12
H 9.719 -0.899 -1.465 0.14
H 10.067 1.101 0.000 0.14
H 8.479 0.291 0.131 0.14
H 8.609 2.666 1.299 0.13
H 7.281 2.388 0.155 0.12
H 10.006 3.490 -0.378 0.12
H 8.698 4.636 -0.109 0.12
H 9.065 4.357 -2.402 0.12
H 7.511 3.566 -2.238 0.12
H 10.323 2.310 -2.501 0.14
H 9.051 2.109 -3.602 0.12
H 7.478 -0.551 -1.909 0.12
H 7.449 0.354 -3.393 0.11
H 6.768 1.052 -1.979 0.11
C -7.257 -9.411 1.125 -0.09
C -8.164 -8.396 0.473 -0.23
C -7.750 -6.923 0.519 -0.09
N -8.807 -5.844 0.023 -0.23
C -8.229 -4.429 0.332 -0.11
C -6.946 -4.216 -0.547 -0.14
C -7.405 -4.337 -2.057 -0.16
C -7.945 -5.743 -2.373 -0.16
C -9.181 -6.026 -1.475 -0.07
C -10.159 -5.922 0.811 0.04
H -7.696 -10.407 1.082 0.09
H -7.066 -9.176 2.172 0.08
H -6.339 -9.464 0.539 0.08
H -9.090 -8.471 1.043 0.11
H -8.290 -8.601 -0.590 0.12
H -6.888 -6.730 -0.119 0.11
H -7.462 -6.484 1.474 0.13
H -8.051 -4.359 1.405 0.12
H -8.870 -3.567 0.146 0.13
H -6.059 -4.794 -0.289 0.11
H -6.673 -3.186 -0.318 0.12
H -6.485 -4.222 -2.631 0.12
H -8.138 -3.574 -2.318 0.12
H -7.095 -6.425 -2.350 0.12
H -8.253 -5.796 -3.417 0.12
H -9.549 -7.052 -1.471 0.12
H -9.964 -5.290 -1.660 0.13
H -9.874 -5.687 1.837 0.10
H -10.595 -6.920 0.766 0.10
H -10.776 -5.101 0.446 0.11
C 0.563 2.188 10.268 -0.12
C 0.398 2.108 8.771 -0.22
C 0.295 0.533 8.413 -0.01
N 0.561 0.300 6.818 -0.24
C -0.015 1.420 5.940 -0.10
C -1.615 1.432 5.825 -0.13
C -2.111 0.029 5.416 -0.18
C -1.527 -1.095 6.304 -0.13
C 0.064 -1.002 6.320 -0.11
C 2.109 0.310 6.642 0.04
H 1.015 3.135 10.565 0.08
H 1.259 1.486 10.728 0.08
H -0.362 2.223 10.843 0.09
H 1.298 2.542 8.335 0.09
H -0.348 2.851 8.489 0.11
H -0.672 0.140 8.727 0.12
H 1.107 0.072 8.975 0.12
H 0.326 2.423 6.193 0.12
H 0.242 1.240 4.896 0.13
H -1.941 1.754 6.813 0.10
H -1.801 2.299 5.191 0.12
H -3.192 -0.110 5.393 0.11
H -1.840 -0.167 4.379 0.12
H -1.997 -0.999 7.282 0.10
H -1.836 -2.100 6.016 0.12
H 0.515 -1.737 6.987 0.13
H 0.520 -1.167 5.344 0.14
H 2.443 0.258 5.605 0.11
H 2.521 -0.527 7.205 0.11
H 2.416 1.278 7.038 0.09
C 3.252 6.901 -5.445 -0.08
C 3.317 8.024 -6.463 -0.26
C 4.585 8.881 -6.512 -0.07
N 4.571 10.251 -7.333 -0.25
C 3.933 9.996 -8.703 -0.06
C 4.872 9.100 -9.548 -0.19
C 6.274 9.538 -9.636 -0.21
C 6.907 10.085 -8.366 -0.15
C 5.901 10.937 -7.555 -0.11
C 3.833 11.307 -6.543 0.01
H 4.137 6.301 -5.652 0.09
H 2.366 6.292 -5.624 0.09
H 3.211 7.375 -4.464 0.08
H 2.423 8.646 -6.446 0.11
H 3.187 7.515 -7.418 0.11
H 5.451 8.329 -6.878 0.12
H 4.967 9.181 -5.536 0.13
H 2.971 9.557 -8.437 0.12
H 3.864 10.964 -9.200 0.14
H 4.818 8.013 -9.480 0.12
H 4.576 9.009 -10.593 0.13
H 6.791 8.728 -10.151 0.14
H 6.301 10.460 -10.217 0.13
H 7.367 9.250 -7.838 0.11
H 7.843 10.590 -8.604 0.13
H 6.362 11.070 -6.576 0.13
H 5.749 11.971 -7.863 0.14
H 2.788 11.035 -6.397 0.11
H 3.801 12.218 -7.140 0.11
H 4.361 11.448 -5.600 0.11
C -6.961 6.130 -0.048 -0.08
C -7.338 5.847 -1.487 -0.25
C -7.222 7.160 -2.371 -0.07
N -6.716 6.848 -3.826 -0.21
C -7.575 5.718 -4.551 -0.05
C -8.882 6.409 -5.054 -0.15
C -8.697 7.786 -5.837 -0.16
C -8.060 8.761 -4.879 -0.18
C -6.716 8.182 -4.573 -0.14
C -5.267 6.279 -3.777 0.02
H -7.754 6.749 0.372 0.09
H -5.956 6.526 -0.197 0.08
H -7.040 5.154 0.430 0.09
H -8.332 5.408 -1.576 0.11
H -6.639 5.106 -1.873 0.09
H -6.559 7.852 -1.853 0.13
H -8.223 7.563 -2.528 0.11
H -7.651 4.829 -3.925 0.12
H -6.986 5.505 -5.443 0.13
H -9.543 6.662 -4.225 0.11
H -9.468 5.722 -5.665 0.12
H -9.760 7.983 -5.979 0.12
H -8.184 7.471 -6.745 0.12
H -8.625 8.868 -3.952 0.12
H -7.909 9.667 -5.465 0.14
H -6.139 8.926 -4.024 0.14
H -6.267 8.028 -5.554 0.13
H -5.297 5.201 -3.619 0.10
H -4.600 6.646 -2.997 0.11
H -4.815 6.418 -4.760 0.10
B 6.089 -5.355 2.117 -1.36
F 5.436 -5.356 0.933 0.13
F 5.338 -4.506 2.925 0.07
F 6.234 -6.633 2.537 0.14
F 7.372 -4.699 1.932 0.01
O 0.777 -0.743 -0.815 0.07
C -0.339 -0.650 -1.460 -1.00
O -0.967 0.427 -1.407 -0.11
O -0.551 -1.501 -2.312 -0.06
H 1.061 -1.588 -1.171 0.10



Record 4
8
Properties=species:S:1:pos:R:3:lowdin_charge:R:1 method="wB97M-V/def2-TZVPD" spin_multiplicity=1 relative_energy_kj_mol=268.45
C 2.340 -1.688 1.216 -0.07
N 2.097 -0.837 0.440 0.03
N -0.349 0.704 -0.940 -0.13
O 0.453 1.183 -1.827 -0.04
O -3.068 0.239 -0.244 -0.37
Si -1.726 0.691 0.245 0.57
H 1.906 -0.406 -0.432 0.02
H -1.652 0.115 1.543 -0.02



Calculated DFT total energy (eV), listed in the same order as above: -187715.740; -178907.968; -85594.660; -16016.580